Entry from the Open Molecules 2025 dataset: C2H6N2O2 as an isolated structure at a distorted geometry (wB97M-V/def2-TZVPD).

```
12
Properties=species:S:1:pos:R:3:mulliken_charge:R:1
C -0.4250 -0.3706 -0.2840 0.591
C 0.8915 -1.1212 -0.3288 -0.325
H -1.7903 1.2527 1.5805 0.260
H -0.9608 2.7214 0.1453 0.261
H 0.7380 0.9620 0.8463 0.312
H 1.4905 -1.0778 -1.3363 0.195
H 0.8316 -2.0639 0.1049 0.311
H 2.1656 -0.5919 1.2620 0.303
N -1.2173 1.6677 0.4209 -0.796
N -0.2353 0.7977 0.2866 0.071
O -1.4376 -0.7827 -0.7401 -0.579
O 2.0494 -0.4060 0.2552 -0.604
```

Computed properties:
Energy relative to the best compared isomer or geometry (same formula, charge and spin)   469.4 kJ/mol
DFT total energy   -9242.4527 eV
Kohn-Sham gap   9.44 eV